[1]
This record from OMol25 describes 13 unconnected molecules or ions with the total composition C44H88Br6O18 in a non-equilibrium geometry. The level of theory is ωB97M-V/def2-TZVPD.

Computed properties:
- Spin multiplicity: 1
- E_LUMO: 0.28 eV
- Energy above the lowest of the compared OMol25 structures with the same formula, charge and spin: 0.0 kcal per mole
- Total charge: 0
- Strongest force on any atom: 1.5 eV/A
- Orbital gap: 9.930 eV

Each line ends with the Löwdin charge.
CARTESIAN COORDINATES (ANGSTROEM)
C: -1.802 -0.757 2.950  0.008
C: -0.989 -0.886 4.215  -0.484
O: 0.218 -0.772 4.197  0.034
C: -1.703 -1.364 5.447  -0.013
H: -2.360 -1.677 2.776  0.085
H: -1.146 -0.475 2.140  0.064
H: -2.570 0.005 3.135  0.075
H: -2.486 -0.679 5.780  0.084
H: -0.997 -1.416 6.277  0.087
H: -2.083 -2.368 5.262  0.074
C: 2.872 1.149 4.618  -0.005
C: 3.590 0.833 3.322  -0.487
O: 4.766 1.058 3.180  0.055
C: 2.776 0.252 2.189  -0.009
H: 2.915 0.249 5.242  0.092
H: 1.831 1.419 4.460  0.041
H: 3.408 1.916 5.174  0.084
H: 2.566 0.980 1.407  0.066
H: 1.855 -0.197 2.567  0.057
H: 3.359 -0.574 1.765  0.065
O: 2.869 5.738 -4.927  0.104
C: 3.528 4.740 -4.791  -0.549
O: 3.061 3.511 -5.052  -0.069
C: 1.696 3.398 -5.487  -0.206
C: 0.740 3.502 -4.322  -0.065
C: 4.939 4.687 -4.278  0.021
H: 1.644 2.422 -5.971  0.111
H: 1.508 4.139 -6.264  0.125
H: -0.257 3.120 -4.558  0.083
H: 0.623 4.540 -4.009  0.072
H: 1.078 2.911 -3.468  0.043
H: 5.557 5.457 -4.731  0.092
H: 5.378 3.709 -4.463  0.077
H: 4.940 4.845 -3.198  0.075
O: -1.931 -4.963 0.653  0.085
C: -2.020 -6.019 1.231  -0.530
O: -2.756 -6.217 2.325  -0.010
C: -3.662 -5.171 2.725  -0.198
C: -4.961 -5.272 1.953  -0.060
C: -1.077 -7.161 0.974  0.025
H: -3.173 -4.218 2.504  0.105
H: -3.765 -5.259 3.802  0.127
H: -4.788 -5.036 0.904  0.060
H: -5.673 -4.544 2.343  0.074
H: -5.386 -6.270 2.050  0.087
H: -1.353 -8.096 1.456  0.088
H: -0.100 -6.867 1.354  0.088
H: -1.034 -7.331 -0.100  0.093
O: -1.379 -1.209 -0.128  0.061
C: -0.247 -1.499 -0.432  -0.536
O: 0.563 -0.743 -1.182  -0.026
C: 0.072 0.529 -1.626  -0.211
C: 0.079 1.554 -0.517  -0.066
C: 0.329 -2.864 -0.201  0.032
H: -0.934 0.426 -2.040  0.103
H: 0.763 0.793 -2.422  0.078
H: -0.129 2.558 -0.895  0.019
H: 1.069 1.601 -0.049  0.066
H: -0.656 1.304 0.249  0.064
H: 1.417 -2.805 -0.152  0.027
H: 0.101 -3.491 -1.063  0.098
H: -0.066 -3.310 0.704  0.066
O: -0.567 -4.484 4.811  0.103
C: 0.102 -5.347 4.304  -0.538
O: 1.164 -5.138 3.518  -0.007
C: 1.618 -3.795 3.280  -0.214
C: 2.621 -3.361 4.336  -0.045
C: -0.149 -6.819 4.473  0.033
H: 0.790 -3.089 3.197  0.099
H: 2.082 -3.792 2.291  0.111
H: 3.142 -2.466 3.984  0.070
H: 3.378 -4.132 4.466  0.083
H: 2.115 -3.098 5.263  0.081
H: -0.875 -6.938 5.275  0.093
H: 0.744 -7.350 4.794  0.094
H: -0.553 -7.214 3.548  0.056
O: -3.631 4.226 3.664  0.111
C: -3.626 3.127 3.184  -0.537
O: -2.564 2.586 2.550  -0.024
C: -1.315 3.253 2.658  -0.232
C: -0.396 2.636 3.685  -0.047
C: -4.804 2.187 3.159  0.038
H: -1.451 4.312 2.888  0.114
H: -0.815 3.255 1.686  0.104
H: 0.506 3.251 3.733  0.084
H: -0.065 1.640 3.384  0.049
H: -0.847 2.589 4.676  0.096
H: -4.547 1.271 3.693  0.082
H: -5.019 1.919 2.125  0.069
H: -5.648 2.666 3.640  0.090
O: 5.239 -0.366 -7.560  0.108
C: 4.318 -0.946 -8.067  -0.542
O: 3.179 -1.249 -7.408  -0.007
C: 3.063 -0.704 -6.095  -0.235
C: 1.818 -1.256 -5.431  -0.056
C: 4.273 -1.402 -9.495  0.020
H: 3.066 0.390 -6.110  0.111
H: 3.949 -0.966 -5.509  0.115
H: 1.014 -1.400 -6.152  0.082
H: 1.492 -0.581 -4.639  0.061
H: 2.019 -2.223 -4.967  0.077
H: 5.269 -1.705 -9.807  0.088
H: 3.901 -0.592 -10.120  0.092
H: 3.611 -2.258 -9.616  0.084
O: 4.204 6.216 1.066  0.107
C: 4.077 5.047 1.311  -0.542
O: 3.489 4.179 0.471  -0.021
C: 3.027 4.710 -0.785  -0.225
C: 1.637 5.299 -0.650  -0.058
C: 4.500 4.371 2.580  0.030
H: 3.044 3.833 -1.427  0.035
H: 3.729 5.451 -1.165  0.118
H: 1.272 5.617 -1.628  0.081
H: 1.690 6.180 -0.004  0.085
H: 0.939 4.597 -0.196  0.049
H: 3.760 4.551 3.356  0.093
H: 5.450 4.773 2.932  0.094
H: 4.691 3.311 2.411  0.062
O: -5.884 -1.143 -1.340  0.096
C: -5.362 -1.164 -0.254  -0.555
O: -4.358 -0.368 0.112  -0.015
C: -3.859 0.550 -0.874  -0.225
C: -4.773 1.737 -1.058  -0.081
C: -5.764 -2.089 0.870  0.025
H: -3.715 0.022 -1.818  0.066
H: -2.904 0.902 -0.492  0.098
H: -4.984 2.220 -0.103  0.066
H: -5.731 1.451 -1.502  0.080
H: -4.372 2.443 -1.783  0.020
H: -6.251 -2.976 0.473  0.082
H: -6.430 -1.562 1.552  0.095
H: -4.882 -2.427 1.418  0.071
Br: -2.033 7.779 1.570  0.664
C: -1.570 6.384 0.316  -0.745
C: -2.798 5.618 -0.086  -0.660
Br: -2.321 4.336 -1.475  0.721
H: -0.819 5.728 0.746  0.024
H: -1.097 6.873 -0.532  0.051
H: -3.596 6.250 -0.460  0.059
H: -3.201 5.042 0.744  0.045
Br: -2.567 -2.108 -3.211  0.691
C: -3.150 -3.448 -1.912  -0.663
C: -4.454 -4.075 -2.295  -0.702
Br: -4.417 -4.953 -4.025  0.618
H: -3.217 -2.906 -0.969  0.044
H: -2.339 -4.160 -1.807  0.045
H: -5.258 -3.347 -2.339  0.040
H: -4.697 -4.864 -1.585  0.048
Br: 3.739 1.486 -2.550  0.779
C: 3.906 0.079 -1.201  -0.668
C: 4.410 -1.167 -1.872  -0.684
Br: 4.292 -2.630 -0.603  0.675
H: 2.930 -0.043 -0.751  0.014
H: 4.640 0.449 -0.491  0.064
H: 5.406 -1.082 -2.290  0.066
H: 3.745 -1.447 -2.689  0.037

[2]
This record from OMol25 describes C4H4BBrO3 in the gas phase in a non-equilibrium geometry. The level of theory is ωB97M-V/def2-TZVPD.

Computed properties:
- Spin multiplicity: 1
- E_LUMO: 0.26 eV
- Energy above the lowest of the compared OMol25 structures with the same formula, charge and spin: 1.9 kcal per mole
- Total charge: 0
- Structure (SMILES): OB(O)c1cocc1Br
- Strongest force on any atom: 6.7 eV/A
- Orbital gap: 8.608 eV

Each line ends with the Löwdin charge.
CARTESIAN COORDINATES (ANGSTROEM)
O: -2.053 -1.378 -0.293  0.179
B: -0.722 -1.266 -0.048  -0.712
O: 0.097 -2.296 0.263  0.147
C: -0.057 0.135 -0.078  -0.020
C: -0.747 1.593 -0.048  0.013
O: 0.210 2.487 0.044  0.009
C: 1.405 1.896 0.069  -0.166
C: 1.280 0.526 -0.007  -0.695
Br: 2.757 -0.624 -0.022  0.800
H: -2.421 -2.263 -0.257  0.103
H: -0.261 -3.184 0.299  0.108
H: -1.773 1.872 -0.097  0.112
H: 2.285 2.501 0.175  0.122

[3]
This record from OMol25 describes a molecular structure, C9H18CrOP in a non-equilibrium geometry. The level of theory is ωB97M-V/def2-TZVPD.

Computed properties:
- Spin multiplicity: 5
- E_LUMO (spin up / spin down): 3.28 / 3.21 eV
- Total charge: -1
- <S²>: 6.095
- Strongest force on any atom: 2.7 eV/A
- Orbital gap (spin up / spin down): 3.933 / 5.406 eV

Each line ends with the Löwdin charge.
CARTESIAN COORDINATES (ANGSTROEM)
C: 1.232 0.998 -2.948  -0.272
C: 0.267 0.548 -3.913  -0.329
C: -0.472 -0.686 -3.649  -0.301
C: -0.124 -1.588 -2.569  -0.345
C: 0.856 -1.242 -1.579  -0.172
Cr: -0.106 0.398 -1.667  0.141
P: 0.021 2.567 -0.643  0.637
H: 1.903 1.898 -2.998  -0.009
H: 0.220 1.086 -4.903  0.074
H: -0.986 -1.070 -4.563  0.070
H: 1.222 -1.925 -0.831  -0.042
H: -0.589 -2.574 -2.739  0.067
H: -0.989 3.282 0.099  -0.152
H: 0.366 3.466 -1.677  -0.127
H: 1.188 2.609 0.236  -0.098
C: -1.817 1.116 2.713  -0.089
C: -0.357 0.730 2.552  -0.278
O: -0.210 -0.295 1.542  -0.227
C: -0.149 -1.671 1.968  -0.272
C: 1.272 -2.212 1.897  -0.086
H: -2.158 1.620 1.807  0.058
H: -1.950 1.803 3.551  0.067
H: -2.438 0.237 2.908  0.072
H: 0.185 1.581 2.097  0.076
H: 0.103 0.433 3.530  0.121
H: -0.618 -1.837 2.971  0.118
H: -0.714 -2.201 1.182  0.116
H: 1.947 -1.639 2.545  0.073
H: 1.298 -3.256 2.235  0.070
H: 1.597 -2.175 0.848  0.040

[4]
This record from OMol25 describes a molecular structure, C3H2FO2Pt in a non-equilibrium geometry. The level of theory is ωB97M-V/def2-TZVPD.

Computed properties:
- Spin multiplicity: 4
- E_LUMO (spin up / spin down): -10.88 / -14.23 eV
- Energy above the lowest of the compared OMol25 structures with the same formula, charge and spin: 118.1 kcal per mole
- Total charge: +2
- <S²>: 3.766
- Strongest force on any atom: 19.2 eV/A
- Orbital gap (spin up / spin down): 8.101 / 6.165 eV

Each line ends with the Löwdin charge.
CARTESIAN COORDINATES (ANGSTROEM)
H: -2.532 -1.308 -1.135  0.187
F: 0.505 1.420 0.353  0.226
O: 1.209 -0.564 -0.139  -0.214
O: -1.863 -0.629 -1.304  0.243
C: 0.260 0.154 0.141  -0.379
C: -1.298 -0.560 1.061  0.384
C: -1.369 -0.123 -0.198  -0.112
H: -1.434 -0.082 2.028  0.151
Pt: 2.779 -0.586 -0.223  1.514

[5]
This record from OMol25 describes a molecular structure, C30H38O6S4SbSe2SiW in a non-equilibrium geometry. The level of theory is ωB97M-V/def2-TZVPD.

Computed properties:
- Spin multiplicity: 1
- E_LUMO: 0.92 eV
- Energy above the lowest of the compared OMol25 structures with the same formula, charge and spin: 0.0 kcal per mole
- Total charge: -1
- Strongest force on any atom: 1.2 eV/A
- Orbital gap: 5.657 eV

Each line ends with the Löwdin charge.
CARTESIAN COORDINATES (ANGSTROEM)
W: 0.093 -0.075 -0.082  1.001
C: -6.759 -0.816 -0.450  -0.062
O: -6.581 0.300 0.422  -0.069
C: -5.310 0.611 0.757  -0.260
C: -5.168 1.809 1.510  -0.001
C: -3.921 2.231 1.840  -0.016
C: -2.765 1.505 1.446  -0.139
C: -1.468 1.914 1.812  -0.354
C: -1.216 3.090 2.709  0.021
O: -0.418 1.335 1.411  -0.347
C: -2.923 0.304 0.709  -0.359
O: -1.941 -0.444 0.340  -0.364
C: -4.226 -0.146 0.398  0.038
H: -7.812 -0.818 -0.715  0.089
H: -6.505 -1.748 0.059  0.097
H: -6.142 -0.710 -1.343  0.056
H: -6.056 2.361 1.784  0.113
H: -3.805 3.149 2.400  0.111
H: -1.958 3.175 3.499  0.074
H: -1.239 3.997 2.098  0.105
H: -0.225 2.988 3.143  0.090
H: -4.298 -1.035 -0.207  0.077
O: 2.355 -1.759 -0.406  -0.246
C: 3.678 -1.593 -0.869  -0.209
C: 4.178 -0.233 -0.406  -0.574
C: 5.702 -0.271 -0.591  -0.225
O: 6.362 0.940 -0.255  -0.055
C: 3.858 0.004 1.065  -0.482
Se: 2.116 0.744 1.503  0.794
C: 3.602 0.887 -1.259  -0.515
Se: 1.696 0.964 -1.735  0.583
H: 1.925 -2.529 -0.801  0.030
H: 3.717 -1.645 -1.964  0.140
H: 4.316 -2.388 -0.457  0.133
H: 5.930 -0.550 -1.628  0.129
H: 6.129 -1.034 0.063  0.129
H: 5.983 1.643 -0.794  0.079
H: 4.536 0.770 1.447  0.063
H: 4.013 -0.914 1.635  0.054
H: 4.074 0.894 -2.249  0.069
H: 3.773 1.851 -0.772  0.056
S: -0.242 -0.294 -4.821  -0.222
Sb: -1.464 -0.397 -2.924  -0.074
S: -1.098 1.540 -1.493  0.077
S: -0.368 -1.989 -1.457  0.150
S: -3.684 -0.845 -3.061  -0.168
C: -0.579 -4.517 1.763  -0.087
C: -1.347 -3.479 2.598  -0.585
C: -1.678 -4.088 3.966  -0.090
C: -2.646 -3.158 1.849  -0.081
Si: -0.194 -1.996 2.797  0.527
O: 0.171 -1.407 1.311  -0.561
C: -0.855 -0.675 3.959  -0.195
C: -2.217 -0.416 4.142  -0.084
C: -2.661 0.538 5.050  -0.088
C: -1.745 1.263 5.797  -0.106
C: -0.386 1.041 5.619  -0.089
C: 0.049 0.085 4.712  -0.101
C: 1.391 -2.623 3.583  -0.216
C: 2.501 -2.910 2.784  -0.092
C: 3.668 -3.423 3.335  -0.087
C: 3.751 -3.661 4.700  -0.100
C: 2.660 -3.381 5.511  -0.092
C: 1.496 -2.866 4.955  -0.103
H: -1.194 -5.417 1.641  0.085
H: 0.359 -4.814 2.237  0.074
H: -0.355 -4.131 0.765  0.060
H: -2.358 -4.937 3.833  0.082
H: -2.169 -3.371 4.629  0.073
H: -0.784 -4.458 4.474  0.069
H: -3.180 -4.095 1.648  0.086
H: -2.449 -2.671 0.894  0.060
H: -3.324 -2.521 2.418  0.063
H: -2.955 -0.953 3.561  0.089
H: -3.724 0.715 5.166  0.103
H: -2.088 2.003 6.511  0.098
H: 0.338 1.612 6.188  0.101
H: 1.113 -0.066 4.573  0.091
H: 2.449 -2.707 1.721  0.083
H: 4.520 -3.631 2.697  0.099
H: 4.662 -4.058 5.132  0.095
H: 2.716 -3.561 6.578  0.096
H: 0.660 -2.641 5.608  0.104

[6]
This record from OMol25 describes 8 unconnected molecules or ions with the total composition C34H71ClO10P2SSi in a non-equilibrium geometry. The level of theory is ωB97M-V/def2-TZVPD.

Computed properties:
- Spin multiplicity: 1
- E_LUMO: 0.51 eV
- Energy above the lowest of the compared OMol25 structures with the same formula, charge and spin: 85.6 kcal per mole
- Total charge: 0
- Structure (SMILES): CC(C)=CCC[C@H](C)CC[Si@](S)(C[C@@H](C)Cl)PP(=O)(O)O.CC(C)=O.CC(C)=O.CC(C)=O.CC(C)=O.CC(C)=O.CC(C)=O.CC(C)=O
- Strongest force on any atom: 4.5 eV/A
- Orbital gap: 7.285 eV

Each line ends with the Löwdin charge.
CARTESIAN COORDINATES (ANGSTROEM)
C: -5.357 2.406 -0.246  -0.079
C: -4.250 2.358 -1.377  -0.295
C: -2.916 3.203 -1.149  -0.074
C: -4.408 1.563 -2.540  -0.088
C: -3.339 0.462 -2.963  -0.167
C: -2.709 -0.257 -1.702  -0.189
C: -1.309 -1.008 -2.011  -0.331
C: -1.482 -2.556 -1.727  -0.091
C: -0.047 -0.311 -1.348  -0.215
C: 0.635 -1.070 -0.131  -0.299
Si: -0.126 -0.657 1.593  0.094
S: -2.274 -0.777 1.651  0.497
C: 0.530 0.962 2.358  -0.357
C: -0.148 2.297 1.820  -0.703
C: 0.042 3.410 2.986  -0.141
Cl: 0.730 3.002 0.353  0.541
P: 0.632 -2.295 2.938  0.632
P: -1.023 -2.902 4.244  0.355
O: -2.137 -3.624 3.467  -0.427
O: -1.601 -1.535 5.049  -0.219
O: -0.390 -4.060 5.318  -0.239
H: -5.142 3.176 0.551  0.065
H: -6.391 2.572 -0.667  0.072
H: -5.384 1.396 0.277  0.077
H: -2.206 2.648 -0.443  0.036
H: -2.347 3.360 -2.121  0.053
H: -3.170 4.176 -0.628  0.088
H: -5.366 1.733 -3.118  0.097
H: -2.536 0.861 -3.658  0.095
H: -3.926 -0.309 -3.562  0.094
H: -2.461 0.500 -0.889  0.052
H: -3.393 -1.046 -1.250  0.106
H: -1.183 -0.906 -3.139  0.106
H: -2.056 -3.015 -2.597  0.051
H: -1.981 -2.804 -0.745  0.078
H: -0.464 -3.073 -1.751  0.077
H: 0.729 -0.161 -2.159  0.097
H: -0.333 0.730 -0.980  0.069
H: 1.702 -0.667 -0.060  0.092
H: 0.742 -2.184 -0.247  0.057
H: -2.647 0.107 2.666  -0.138
H: 0.300 0.920 3.477  0.081
H: 1.657 1.009 2.260  0.090
H: -1.251 2.201 1.625  0.075
H: -0.799 3.276 3.722  0.058
H: 0.077 4.461 2.563  0.070
H: 1.046 3.181 3.507  0.072
H: 0.900 -3.459 2.155  -0.083
H: -1.288 -0.749 4.560  0.018
H: -0.728 -4.925 5.014  0.065
C: -3.121 5.468 -5.766  -0.022
C: -2.284 4.740 -4.748  -0.470
C: -0.807 4.641 -5.021  -0.016
O: -2.792 4.258 -3.752  0.039
H: -4.164 5.466 -5.446  0.082
H: -2.784 6.503 -5.853  0.084
H: -3.050 4.967 -6.733  0.086
H: -0.374 5.643 -5.073  0.088
H: -0.635 4.106 -5.956  0.064
H: -0.324 4.093 -4.211  0.083
C: 1.771 0.286 -7.312  -0.023
C: 0.863 1.159 -6.486  -0.494
C: 0.371 0.602 -5.181  -0.023
O: 0.543 2.267 -6.862  0.058
H: 2.048 0.814 -8.225  0.082
H: 2.679 0.057 -6.750  0.087
H: 1.254 -0.637 -7.583  0.086
H: 1.217 0.388 -4.526  0.085
H: -0.208 -0.306 -5.359  0.088
H: -0.272 1.337 -4.693  0.073
C: -5.826 -2.956 -4.402  -0.018
C: -4.375 -3.072 -4.783  -0.486
C: -4.057 -3.374 -6.223  -0.020
O: -3.494 -2.927 -3.959  0.044
H: -5.904 -2.736 -3.336  0.086
H: -6.294 -2.144 -4.962  0.087
H: -6.340 -3.898 -4.604  0.086
H: -4.447 -2.581 -6.864  0.086
H: -4.493 -4.335 -6.506  0.086
H: -2.975 -3.429 -6.351  0.082
C: 4.077 4.598 5.492  -0.026
C: 4.114 3.560 4.402  -0.508
C: 4.918 3.879 3.169  -0.023
O: 3.517 2.507 4.512  0.049
H: 3.462 4.235 6.317  0.082
H: 5.087 4.784 5.863  0.085
H: 3.640 5.523 5.110  0.086
H: 5.965 4.033 3.437  0.085
H: 4.517 4.771 2.684  0.087
H: 4.854 3.043 2.471  0.083
C: -4.109 3.830 5.829  -0.021
C: -3.201 4.895 5.272  -0.498
C: -3.024 6.149 6.086  -0.024
O: -2.634 4.747 4.209  0.051
H: -4.142 2.986 5.139  0.081
H: -3.728 3.482 6.791  0.087
H: -5.119 4.227 5.946  0.087
H: -2.594 5.903 7.059  0.086
H: -3.986 6.648 6.214  0.086
H: -2.345 6.825 5.564  0.083
C: 4.442 -3.567 3.146  -0.027
C: 4.718 -3.777 1.681  -0.501
C: 6.071 -4.316 1.302  -0.028
O: 3.878 -3.521 0.839  0.040
H: 3.431 -3.176 3.270  0.022
H: 4.519 -4.517 3.680  0.084
H: 5.150 -2.844 3.558  0.087
H: 6.220 -5.300 1.754  0.048
H: 6.851 -3.626 1.633  0.089
H: 6.128 -4.416 0.217  0.086
C: 8.440 -9.138 1.421  -0.022
C: 7.511 -8.213 2.161  -0.486
C: 6.942 -8.701 3.467  -0.019
O: 7.231 -7.116 1.721  0.054
H: 8.771 -8.657 0.500  0.084
H: 9.314 -9.357 2.036  0.086
H: 7.918 -10.063 1.165  0.087
H: 7.751 -8.901 4.173  0.087
H: 6.355 -9.606 3.302  0.087
H: 6.292 -7.933 3.888  0.082